C3H3I3O | ωB97M-V with the def2-TZVPD basis set

Each line ends with the natural charge from an NBO analysis.
Element x y z (Å)
C: 0.40 -2.34 -2.37  -0.24
C: -0.48 -1.93 -1.64  -0.30
C: 1.20 -0.41 1.85  -0.10
O: 0.08 -0.44 2.62  -0.75
I: -2.16 -1.40 -0.68  0.29
I: 2.81 0.23 3.03  0.15
I: 1.71 -2.49 1.11  -0.02
H: 1.17 -3.04 -2.63  0.25
H: 1.29 0.16 0.95  0.19
H: -0.76 -0.81 2.45  0.52

Summary:
Energy relative to the best compared isomer or geometry (same formula, charge and spin), eV: 2.513
Molar mass, g/mol: 435.77
Total charge: 0